{
  "formula": "C53H62Br3IP",
  "method": "ωB97M-V with the def2-TZVPD basis set",
  "symbols": ["C", "C", "P", "C", "C", "C", "I", "C", "Br", "C", "C", "C", "Br", "C", "C", "Br", "H", "H", "H", "H", "H", "H", "H", "H", "H", "H", "H", "H", "H", "H", "H", "H", "H", "H", "H", "H", "C", "C", "C", "C", "C", "C", "H", "H", "H", "H", "H", "H", "C", "C", "C", "C", "C", "C", "H", "H", "H", "H", "H", "H", "C", "C", "C", "C", "C", "C", "H", "H", "H", "H", "H", "H", "C", "C", "C", "C", "C", "C", "H", "H", "H", "H", "H", "H", "C", "C", "C", "C", "C", "C", "H", "H", "H", "H", "H", "H", "C", "C", "C", "C", "C", "C", "H", "H", "H", "H", "H", "H", "C", "C", "C", "C", "C", "C", "H", "H", "H", "H", "H", "H"],
  "xyz": [[0.45, -2.27, 0.40], [1.16, -1.48, -0.43], [0.72, 0.20, -0.83], [1.41, 1.50, 0.24], [2.60, 1.11, 1.12], [3.73, 0.36, 0.42], [1.95, 0.12, 2.91], [1.07, 0.50, -2.62], [1.18, 2.41, -2.98], [2.33, -0.16, -3.20], [2.21, -1.68, -3.43], [-1.11, 0.25, -0.61], [-1.67, 2.09, -0.83], [-1.83, -0.79, -1.54], [-2.41, -1.97, -0.71], [-3.31, -0.01, -2.52], [0.13, -1.94, 1.39], [0.18, -3.28, 0.12], [2.03, -1.91, -0.92], [1.68, 2.37, -0.35], [0.58, 1.82, 0.88], [3.01, 2.04, 1.49], [3.62, -0.71, 0.55], [3.78, 0.64, -0.64], [4.69, 0.64, 0.86], [0.22, 0.14, -3.20], [2.45, 0.29, -4.18], [3.23, 0.10, -2.64], [2.45, -1.93, -4.46], [2.94, -2.22, -2.82], [1.23, -2.07, -3.17], [-1.32, 0.02, 0.43], [-1.15, -1.21, -2.27], [-3.45, -2.13, -0.95], [-2.34, -1.77, 0.36], [-1.87, -2.89, -0.92], [5.64, 2.94, 4.42], [4.27, 3.16, 4.39], [3.78, 4.43, 4.10], [4.66, 5.47, 3.84], [6.03, 5.24, 3.87], [6.52, 3.98, 4.16], [6.03, 1.95, 4.64], [3.59, 2.35, 4.59], [2.71, 4.60, 4.09], [4.28, 6.46, 3.62], [6.72, 6.06, 3.66], [7.59, 3.81, 4.18], [-3.64, -4.94, -2.78], [-3.49, -4.05, -3.84], [-3.12, -4.52, -5.09], [-2.89, -5.88, -5.28], [-3.04, -6.76, -4.22], [-3.41, -6.29, -2.97], [-3.93, -4.57, -1.80], [-3.67, -2.99, -3.70], [-3.00, -3.83, -5.92], [-2.61, -6.25, -6.26], [-2.87, -7.82, -4.37], [-3.53, -6.98, -2.15], [8.43, -0.01, 2.79], [9.55, -0.72, 2.39], [9.42, -1.80, 1.52], [8.17, -2.17, 1.05], [7.04, -1.46, 1.45], [7.17, -0.38, 2.32], [8.53, 0.83, 3.46], [10.53, -0.44, 2.75], [10.30, -2.36, 1.22], [8.07, -3.01, 0.38], [6.06, -1.74, 1.09], [6.30, 0.18, 2.63], [-2.97, 1.84, -6.43], [-1.86, 1.79, -5.59], [-0.60, 1.59, -6.13], [-0.43, 1.45, -7.50], [-1.54, 1.51, -8.34], [-2.81, 1.70, -7.80], [-3.96, 1.99, -6.01], [-1.98, 1.91, -4.52], [0.26, 1.55, -5.47], [0.55, 1.31, -7.92], [-1.42, 1.40, -9.41], [-3.67, 1.73, -8.45], [-6.62, -0.54, -0.98], [-7.08, -0.22, 0.29], [-8.43, -0.28, 0.58], [-9.33, -0.66, -0.41], [-8.87, -0.99, -1.68], [-7.52, -0.93, -1.96], [-5.56, -0.50, -1.20], [-6.37, 0.08, 1.06], [-8.79, -0.01, 1.56], [-10.39, -0.71, -0.19], [-9.57, -1.30, -2.44], [-7.16, -1.18, -2.95], [-10.67, 4.46, 2.17], [-12.02, 4.66, 1.95], [-12.72, 3.80, 1.12], [-12.07, 2.74, 0.52], [-10.71, 2.54, 0.74], [-10.01, 3.40, 1.57], [-10.12, 5.14, 2.82], [-12.53, 5.49, 2.43], [-13.78, 3.96, 0.95], [-12.62, 2.06, -0.13], [-10.20, 1.71, 0.27], [-8.95, 3.25, 1.74], [8.50, -1.49, 5.87], [9.33, -2.06, 6.82], [9.14, -1.76, 8.17], [8.13, -0.90, 8.56], [7.29, -0.34, 7.60], [7.48, -0.63, 6.26], [8.64, -1.72, 4.82], [10.12, -2.73, 6.52], [9.80, -2.20, 8.91], [7.98, -0.67, 9.60], [6.49, 0.33, 7.90], [6.83, -0.19, 5.51]],
  "e_homo_ev": -10.5,
  "spin_multiplicity": 1,
  "orbital_gap_ev": 6.3,
  "total_charge": 1,
  "e_lumo_ev": -4.1
}